1.
# C54H36N6Se2Y

A structure of composition C54H36N6Se2Y at a distorted geometry (the ωB97M-V functional and the def2-TZVPD basis, the Open Molecules 2025 dataset).

XYZ file:
```
99
Properties=species:S:1:pos:R:3:forces:R:3
H -4.48185 -3.02217 -0.17119 0.001 -0.041 0.024
C -4.88577 -5.85886 1.64095 0.002 0.017 -0.016
C -3.24232 4.00122 5.97184 -0.004 -0.013 -0.037
H -1.19562 -5.21125 -0.18766 0.057 0.072 -0.019
H -0.19608 4.37024 3.11092 0.012 -0.066 -0.072
C 0.52476 -1.95862 -5.06148 0.037 0.003 -0.043
H 6.22834 4.88739 0.99049 -0.037 -0.013 -0.031
C -4.25456 -3.82430 0.52316 0.003 0.011 0.053
C -2.11934 2.99191 -2.22822 0.028 -0.026 0.051
H -2.72008 1.95240 0.77836 0.020 0.000 0.011
C 3.93342 -0.49226 -1.68017 0.049 -0.087 0.012
H -4.47538 5.22926 -1.31779 0.031 -0.031 0.001
C 4.16827 5.37191 -1.65198 -0.023 -0.036 0.038
C -0.38879 -2.67499 -4.30512 -0.012 -0.047 -0.022
C 1.23224 3.85514 1.54420 0.020 0.034 -0.074
C -2.04365 2.53122 3.91500 -0.097 -0.036 -0.034
N 0.07713 -2.13789 -0.14776 0.184 -0.258 0.322
H 4.76939 1.52907 -1.56800 -0.048 -0.046 0.016
H 2.43765 4.18622 -2.09945 -0.029 -0.015 -0.022
C 3.84326 -4.28567 -1.12694 0.028 -0.025 0.017
C -2.75165 -4.84303 2.09627 0.023 -0.045 0.016
H -1.80581 -4.83852 2.62755 -0.041 -0.003 -0.021
H 0.94348 -2.38237 -5.96588 -0.011 0.003 0.021
N -0.54212 -0.88728 -2.73294 0.038 0.113 0.124
H 1.86708 4.72379 1.46130 -0.036 -0.038 -0.002
N -1.99788 2.25174 -1.12854 -0.093 -0.247 0.005
C -1.90031 3.65457 6.04900 -0.006 -0.002 0.000
H -5.04200 3.86304 4.80554 0.060 -0.004 0.003
H 3.00568 -2.51360 -3.88084 0.025 -0.030 0.025
H -3.40198 0.22723 4.21180 0.024 -0.026 -0.053
H 5.93501 6.37963 -0.96192 -0.039 -0.036 0.008
H 1.22103 -5.02960 -1.32389 -0.057 0.060 0.038
H 1.60305 -0.08301 -5.19433 0.014 0.002 -0.034
C -3.03487 -3.82048 1.19609 -0.008 0.070 -0.049
Se 0.70783 1.58836 -2.89555 0.235 0.068 -0.164
H -5.60309 -6.65107 1.81466 0.019 0.027 -0.005
C -0.88647 -2.11194 -3.14354 -0.031 0.031 0.110
C 2.76396 1.13089 -0.65341 0.009 -0.007 0.174
C 0.31442 -0.20393 -3.48830 -0.025 0.171 -0.038
C -2.79605 2.57853 -0.09710 0.048 -0.120 -0.061
N 1.98387 0.00181 -0.58116 0.682 -0.003 0.043
Y -0.22781 0.12280 -0.25483 -1.105 0.268 -1.596
C 4.50049 3.69983 0.53813 0.015 0.020 0.021
C -1.94352 0.48214 2.52724 0.011 -0.037 0.107
C -2.95284 -0.17510 3.31742 -0.037 0.046 0.028
C -2.98920 4.06928 -2.33956 -0.039 0.027 0.022
H -1.31330 3.94709 6.91079 -0.017 -0.012 -0.028
H -3.70432 4.57060 6.76889 0.017 -0.026 -0.033
C 5.23368 5.57325 -0.78448 -0.007 -0.021 -0.025
H 4.03333 6.02242 -2.50763 0.004 -0.028 0.032
C -1.40888 1.75150 2.81081 -0.008 0.007 0.098
H 5.68137 -5.84108 -3.51205 -0.026 0.032 0.019
C 4.37103 -4.17275 -3.84870 -0.009 -0.001 0.044
H 4.69598 -1.07349 -2.17532 -0.048 0.035 0.025
C -2.05353 -2.71321 0.95600 -0.011 -0.100 -0.026
C 3.21478 -3.31760 -1.90627 -0.049 0.006 -0.003
C 0.64146 -4.23655 -0.87497 0.059 -0.010 -0.083
C 3.42728 3.49387 -0.32487 0.020 -0.032 -0.017
H -3.84462 -2.16262 3.10631 0.039 0.049 -0.024
H -0.70310 -3.66861 -4.59352 0.013 0.025 -0.010
C -3.67362 -5.85756 2.31792 0.020 0.017 0.000
C -0.92558 -3.01165 0.17523 0.022 0.006 0.084
H 4.62726 3.04471 1.39387 0.001 0.035 -0.045
C -5.17593 -4.84081 0.74269 0.049 0.026 0.001
H -3.44496 -6.64694 3.02289 -0.005 0.021 -0.014
C -3.99089 3.60679 4.87036 0.020 -0.032 -0.018
C 2.26871 -2.34740 -1.27118 -0.027 -0.026 -0.049
C 0.89774 -0.68815 -4.64476 -0.147 -0.163 0.022
C 3.48795 -3.26935 -3.27110 0.019 0.014 -0.025
C -0.32876 2.34352 2.14206 -0.028 0.044 -0.081
H -3.98879 2.55104 3.00309 0.034 0.036 0.017
C 1.05719 -2.85788 -0.77498 0.013 -0.034 0.017
C -0.58333 -4.32896 -0.30292 -0.087 -0.037 -0.034
C 4.72677 -5.18913 -1.70164 0.004 0.009 -0.020
C -3.79077 4.39190 -1.26094 -0.033 0.078 -0.080
C 2.45984 2.37327 -0.07657 0.120 0.035 0.002
C 3.27001 4.33609 -1.42294 0.050 0.012 0.057
H 4.57541 -4.12426 -4.91175 -0.011 0.000 0.044
C -3.39498 2.87483 3.85203 -0.014 0.011 0.020
C 0.18740 3.67050 2.38389 -0.058 0.063 0.066
N 0.39921 1.75679 1.14310 0.324 0.253 0.385
C -3.17736 -1.38859 2.75883 -0.070 -0.037 -0.033
N -1.56936 -0.34511 1.49766 -0.086 -0.130 0.538
C 3.97464 0.82620 -1.36754 0.050 0.068 0.001
C 4.99221 -5.13582 -3.06407 -0.033 0.018 0.009
H -1.56791 -2.66163 -2.50371 0.021 0.035 -0.018
C -1.30665 2.92483 5.02849 0.082 0.003 0.054
H 3.64274 -4.32257 -0.06173 0.010 -0.002 -0.041
H -3.01886 4.64541 -3.25525 -0.014 0.009 0.029
H -0.26061 2.64694 5.09956 -0.051 0.008 -0.004
H -6.12067 -4.83555 0.21363 0.024 0.001 0.011
H -4.29146 3.83555 0.76358 0.008 -0.012 -0.024
C -2.27990 -1.51202 1.64157 0.016 0.031 0.039
C 5.39895 4.73522 0.31021 -0.038 -0.041 0.023
C 1.38556 2.63998 0.78237 0.071 -0.011 0.117
H 5.21389 -5.93270 -1.08263 -0.022 0.029 -0.022
C -3.69228 3.62679 -0.11197 -0.026 0.020 0.050
C 2.68318 -1.01196 -1.18521 0.011 -0.012 0.040
Se -1.11842 2.63111 -3.82948 -0.093 0.030 0.014
```
Forces are in eV/Å.

Highest occupied orbital energy, Ha: -0.3459
E, eV: -197259.092
HOMO-LUMO gap, eV: 5.84
E_LUMO, eV: -3.58
Total charge: +1

***

2.
# C5H10O2

The molecule C5H10O2 (the ωB97M-V functional and the def2-TZVPD basis, the Open Molecules 2025 dataset).

XYZ file:
```
17
Properties=species:S:1:pos:R:3:forces:R:3
H 2.31780 0.81696 1.03992 -0.024 -0.021 -0.154
C -0.33964 -0.46210 1.37045 0.019 0.025 0.198
O -1.68493 0.56208 -1.93281 0.284 -0.052 -0.149
H 2.80538 1.37347 -0.58975 -0.063 -0.102 0.088
O 1.03817 0.38013 -0.54094 -0.084 0.043 -0.016
H -0.32241 0.56128 1.74306 -0.109 -0.169 -0.130
H -1.80180 1.35835 -0.00521 0.134 -0.134 -0.159
C -1.10202 -0.69484 0.08003 -0.115 -0.126 -0.111
H 2.94507 -0.35235 -0.15198 -0.106 0.138 -0.009
C 0.38905 -0.68447 0.07997 -0.039 -0.223 -0.012
H -0.72576 0.60263 -2.04670 -0.104 0.093 -0.010
H 0.88581 -1.64785 -0.05656 -0.036 0.174 -0.020
C -1.92496 0.41008 -0.55085 -0.133 -0.058 0.364
H -1.52891 -1.67999 -0.09274 0.083 0.077 0.209
H -2.97633 0.11899 -0.46359 0.067 0.181 0.035
H -0.31641 -1.22223 2.14624 -0.017 0.075 -0.186
C 2.34188 0.55983 -0.02854 0.243 0.078 0.064
```
Forces are in eV/Å.

Highest occupied orbital energy, Ha: -0.3605
SMILES string: CO[C@H]1C[C@H]1CO
E, eV: -9440.515
HOMO-LUMO gap, eV: 10.80
E_LUMO, eV: 0.99
Total charge: 0
Energy above the lowest of the compared OMol25 structures with the same formula, charge and spin, eV: 2.5283